[1]
DFT (ωB97M-V/def2-TZVPD) results for a 4-piece molecular cluster, C29H66Br2NO5Si6 overall.

gap between HOMO and LUMO = 0.265 hartree
E_LUMO = -4.335 eV
HOMO energy = -11.55 eV
charge = +1
max |F| = 0.0908 hartree/bohr
M = 837.17 g mol⁻¹

Positions of all 109 atoms, in Å:
C1 1.02 3.29 -2.70
C2 -0.05 2.36 -2.01
Br1 -0.15 2.47 -0.05
C3 -0.84 1.51 -2.77
Br2 -0.73 1.40 -4.68
C4 -1.78 0.59 -1.93
C5 -1.41 -0.82 -1.71
C6 -2.22 -1.54 -0.69
C7 -3.10 -0.76 0.17
N1 -3.43 0.55 -0.14
O1 -4.17 1.33 0.71
C8 -2.99 1.17 -1.28
C9 -3.62 2.42 -1.96
C10 -5.31 2.21 -1.87
C11 -6.13 3.01 -3.03
O2 -6.02 3.44 -1.53
H1 0.58 4.32 -2.88
H2 1.31 2.81 -3.67
H3 1.90 3.42 -2.01
H4 -0.61 -1.32 -2.31
H5 -1.99 -2.62 -0.54
H6 -3.55 -1.29 1.05
H7 -4.33 0.81 1.52
H8 -3.50 2.30 -3.08
H9 -3.40 3.40 -1.54
H10 -5.72 1.20 -1.52
H11 -5.55 3.80 -3.55
H12 -7.24 3.11 -2.96
O3 4.00 -2.09 0.42
Si1 5.21 -3.22 0.60
C12 5.01 -4.61 -0.64
C13 5.17 -3.95 2.33
C14 6.90 -2.44 0.35
Si2 2.36 -2.00 0.48
C15 1.77 -0.25 0.13
C16 1.73 -2.49 2.18
C17 1.58 -3.14 -0.79
H13 4.09 -5.17 -0.45
H14 5.85 -5.30 -0.58
H15 4.97 -4.21 -1.66
H16 5.22 -3.17 3.08
H17 6.01 -4.63 2.48
H18 4.24 -4.52 2.48
H19 7.07 -1.65 1.07
H20 6.98 -2.02 -0.66
H21 7.68 -3.19 0.47
H22 2.17 0.45 0.86
H23 0.68 -0.20 0.17
H24 2.08 0.07 -0.87
H25 1.95 -3.54 2.38
H26 0.65 -2.35 2.25
H27 2.21 -1.88 2.96
H28 1.80 -4.18 -0.56
H29 1.97 -2.92 -1.79
H30 0.49 -3.02 -0.81
O4 0.65 8.77 -0.51
Si3 -0.83 8.08 -0.78
C18 -1.83 9.12 -1.97
C19 -1.79 7.91 0.82
C20 -0.63 6.37 -1.52
Si4 1.29 10.19 0.09
C21 3.16 10.15 0.04
C22 0.75 10.45 1.87
C23 0.71 11.65 -0.93
H31 -2.07 10.09 -1.53
H32 -2.77 8.62 -2.23
H33 -1.28 9.29 -2.90
H34 -1.20 7.36 1.56
H35 -2.73 7.38 0.66
H36 -2.03 8.90 1.23
H37 -0.07 5.71 -0.85
H38 -0.10 6.41 -2.48
H39 -1.61 5.91 -1.70
H40 3.54 9.32 0.65
H41 3.57 11.08 0.44
H42 3.52 10.02 -0.98
H43 -0.33 10.59 1.93
H44 1.24 11.33 2.29
H45 1.02 9.58 2.48
H46 -0.37 11.78 -0.84
H47 0.95 11.51 -1.98
H48 1.19 12.57 -0.59
O5 -0.48 -8.53 1.22
Si5 -1.96 -9.23 0.94
C24 -2.97 -8.19 -0.26
C25 -2.92 -9.40 2.54
C26 -1.76 -10.94 0.20
Si6 0.15 -7.12 1.82
C27 2.02 -7.15 1.77
C28 -0.39 -6.85 3.59
C29 -0.44 -5.65 0.79
H49 -3.21 -7.23 0.18
H50 -3.90 -8.70 -0.51
H51 -2.41 -8.02 -1.18
H52 -2.34 -9.94 3.29
H53 -3.86 -9.94 2.37
H54 -3.17 -8.41 2.95
H55 -1.20 -11.59 0.88
H56 -1.22 -10.89 -0.75
H57 -2.73 -11.39 0.02
H58 2.41 -7.97 2.38
H59 2.42 -6.21 2.17
H60 2.38 -7.27 0.75
H61 -1.48 -6.71 3.65
H62 0.09 -5.97 4.01
H63 -0.13 -7.71 4.21
H64 -1.52 -5.53 0.88
H65 -0.19 -5.80 -0.26
H66 0.04 -4.73 1.13

***

[2]
DFT (ωB97M-V/def2-TZVPD) results for a 3-piece molecular cluster, C29H67BBrClF2N5O9P4 overall.

gap between HOMO and LUMO = 0.280 hartree
E_LUMO = -3.324 eV
HOMO energy = -10.94 eV
charge = +1
max |F| = 0.1759 hartree/bohr
M = 917.94 g mol⁻¹

Positions of all 119 atoms, in Å:
C1 4.19 1.00 2.10
C2 3.65 -0.47 1.93
C3 2.08 -0.61 2.08
C4 1.58 -1.88 2.90
N1 0.68 -2.81 2.18
C5 -0.38 -2.36 1.37
N2 -1.20 -1.33 1.36
C6 -1.12 -0.35 2.47
C7 -2.44 0.44 2.77
C8 -3.61 -0.48 3.34
F1 -3.16 -1.39 4.29
B1 -2.22 -1.10 0.25
O1 -3.30 -1.98 -0.03
N3 -2.10 0.15 -0.52
C9 -1.28 0.00 -1.75
C10 -3.42 0.73 -0.89
N4 -0.63 -3.29 0.25
C11 -1.45 -4.51 0.57
C12 -2.41 -4.37 1.81
C13 -3.70 -5.26 1.47
Br1 -1.70 -5.08 3.51
C14 0.76 -3.68 -0.13
Cl1 1.24 -2.17 -1.11
P1 1.01 -5.07 -1.42
C15 2.60 -4.81 -2.40
C16 -0.43 -4.89 -2.63
C17 1.36 -3.83 1.32
F2 1.20 -5.02 2.03
P2 3.23 -3.79 1.05
N5 3.75 -5.24 0.57
H1 5.30 0.95 2.25
H2 3.67 1.45 2.99
H3 4.00 1.60 1.17
H4 3.89 -0.77 0.87
H5 4.19 -1.22 2.57
H6 1.74 0.32 2.64
H7 1.59 -0.51 1.06
H8 1.00 -1.47 3.78
H9 2.46 -2.38 3.38
H10 -0.91 -0.95 3.41
H11 -0.32 0.42 2.29
H12 -2.19 1.12 3.64
H13 -2.79 1.12 1.96
H14 -4.13 -0.97 2.46
H15 -4.35 0.21 3.81
H16 -3.10 -2.58 -0.77
H17 -1.56 0.83 -2.46
H18 -0.21 0.22 -1.47
H19 -1.40 -0.98 -2.29
H20 -4.13 0.82 -0.03
H21 -3.84 0.15 -1.75
H22 -3.21 1.79 -1.24
H23 -2.12 -4.68 -0.32
H24 -0.86 -5.45 0.70
H25 -2.80 -3.35 2.01
H26 -3.35 -6.32 1.34
H27 -4.48 -5.20 2.26
H28 -4.10 -4.93 0.47
H29 3.22 -3.95 -2.02
H30 2.40 -4.74 -3.50
H31 3.25 -5.72 -2.24
H32 -0.08 -4.71 -3.67
H33 -1.04 -5.84 -2.54
H34 -1.07 -4.04 -2.28
H35 3.95 -3.53 2.28
H36 3.66 -2.87 0.05
H37 2.97 -5.89 0.47
O2 -2.31 -2.00 -7.65
P3 -2.54 -0.57 -7.17
O3 -1.83 0.26 -8.43
C18 -1.97 -0.17 -9.78
C19 -3.26 0.33 -10.40
O4 -1.32 -0.49 -6.06
C20 -0.73 -1.66 -5.51
C21 0.53 -2.01 -6.28
O5 -3.07 0.89 -6.49
C22 -4.00 1.71 -7.16
C23 -5.37 1.07 -7.25
H38 -1.90 -1.25 -9.87
H39 -1.12 0.25 -10.33
H40 -4.13 -0.02 -9.84
H41 -3.35 -0.02 -11.43
H42 -3.28 1.42 -10.41
H43 -1.45 -2.49 -5.50
H44 -0.48 -1.45 -4.47
H45 0.33 -2.14 -7.34
H46 0.97 -2.94 -5.89
H47 1.26 -1.21 -6.19
H48 -3.63 1.99 -8.14
H49 -4.08 2.64 -6.59
H50 -5.33 0.10 -7.75
H51 -6.06 1.72 -7.79
H52 -5.78 0.90 -6.25
O6 2.86 6.05 7.55
P4 3.40 5.52 6.23
O7 2.01 5.88 5.37
C24 1.29 7.09 5.59
C25 1.87 8.25 4.81
O8 3.11 3.92 6.47
C26 3.03 3.37 7.78
C27 1.58 3.28 8.22
O9 4.06 5.03 4.74
C28 4.26 5.96 3.69
C29 5.35 6.96 4.02
H53 1.22 7.33 6.65
H54 0.27 6.90 5.25
H55 2.91 8.42 5.08
H56 1.31 9.17 5.00
H57 1.83 8.05 3.73
H58 3.63 3.94 8.49
H59 3.46 2.36 7.74
H60 1.09 4.25 8.19
H61 1.51 2.89 9.24
H62 1.02 2.62 7.56
H63 3.33 6.45 3.42
H64 4.56 5.38 2.81
H65 5.12 7.51 4.94
H66 5.48 7.67 3.20
H67 6.31 6.45 4.18

***

[3]
DFT (ωB97M-V/def2-TZVPD) results for a 5-piece molecular cluster, C29H67BrN7O7P2 overall.

gap between HOMO and LUMO = 0.196 hartree
E_LUMO = 1.822 eV
HOMO energy = -3.52 eV
charge = -1
max |F| = 0.0876 hartree/bohr
M = 767.75 g mol⁻¹

Positions of all 113 atoms, in Å:
C1 1.13 1.33 2.03
C2 1.92 1.88 0.76
O1 1.22 2.48 -0.10
N1 3.36 1.78 0.53
C3 4.10 1.80 1.85
C4 3.78 0.50 -0.11
C5 2.83 -0.02 -1.29
C6 2.14 -1.44 -0.89
C7 0.56 -1.25 -0.81
P1 -0.43 -2.78 -0.20
C8 0.50 -2.88 1.47
C9 -0.35 -3.49 2.69
C10 0.68 -3.88 3.85
N2 1.33 -2.65 4.46
C11 -1.73 -1.57 0.53
C12 -3.09 -2.28 1.01
C13 -4.41 -1.38 0.81
C14 -4.20 0.18 1.08
N3 -5.38 0.78 1.82
C15 -5.59 2.13 1.17
C16 -5.08 0.95 3.23
C17 -4.13 -0.04 4.07
O2 -5.59 1.91 3.88
P2 -1.47 -2.96 -2.16
O3 -2.44 -1.58 -2.52
Br1 -3.01 -4.68 -2.06
H1 0.21 2.02 2.15
H2 0.71 0.28 1.89
H3 1.71 1.45 3.02
H4 3.75 0.93 2.51
H5 4.01 2.79 2.39
H6 5.21 1.59 1.64
H7 4.82 0.69 -0.59
H8 3.98 -0.28 0.71
H9 2.09 0.73 -1.70
H10 3.53 -0.29 -2.17
H11 2.35 -2.22 -1.71
H12 2.63 -1.83 0.05
H13 0.21 -0.94 -1.87
H14 0.27 -0.36 -0.14
H15 -1.19 -3.96 0.23
H16 0.62 -3.63 -0.78
H17 0.97 -1.88 1.76
H18 1.40 -3.60 1.32
H19 -0.97 -2.61 3.10
H20 -1.07 -4.31 2.40
H21 0.16 -4.45 4.70
H22 1.54 -4.47 3.39
H23 2.32 -2.60 4.18
H24 0.90 -1.80 4.08
H25 -1.92 -0.64 -0.12
H26 -1.25 -1.14 1.49
H27 -3.26 -3.31 0.57
H28 -2.99 -2.44 2.15
H29 -5.16 -1.75 1.60
H30 -4.92 -1.58 -0.20
H31 -4.17 0.69 0.06
H32 -3.22 0.44 1.60
H33 -5.91 2.01 0.07
H34 -4.60 2.69 1.25
H35 -6.45 2.70 1.66
H36 -4.49 -0.13 5.16
H37 -4.08 -1.06 3.58
H38 -3.10 0.44 4.07
H39 -1.92 -0.76 -2.44
C18 -8.76 -0.03 8.80
C19 -7.99 -0.90 7.85
O4 -8.21 -2.10 7.74
N4 -7.02 -0.31 7.10
C20 -6.61 1.08 7.08
H40 -9.50 -0.63 9.33
H41 -8.09 0.42 9.54
H42 -9.29 0.76 8.25
H43 -6.54 -0.96 6.48
H44 -6.75 1.47 6.07
H45 -5.55 1.13 7.35
H46 -7.19 1.68 7.78
C21 0.80 3.28 -2.84
C22 -0.38 2.59 -3.49
O5 -1.14 1.88 -2.86
N5 -0.58 2.79 -4.82
C23 0.21 3.59 -5.74
H47 0.83 3.03 -1.78
H48 1.73 2.94 -3.30
H49 0.70 4.36 -2.94
H50 -1.38 2.29 -5.18
H51 -0.44 4.35 -6.18
H52 0.58 2.94 -6.53
H53 1.05 4.07 -5.24
C24 7.97 1.94 -2.97
C25 6.56 2.21 -2.53
O6 6.19 2.06 -1.37
N6 5.67 2.64 -3.46
C26 5.89 2.88 -4.87
H54 8.56 1.61 -2.11
H55 7.98 1.15 -3.73
H56 8.42 2.85 -3.36
H57 4.74 2.80 -3.09
H58 5.66 3.92 -5.09
H59 5.22 2.23 -5.44
H60 6.92 2.67 -5.17
C27 5.41 -2.51 -6.45
C28 5.12 -1.15 -5.87
O7 5.99 -0.47 -5.35
N7 3.84 -0.69 -5.94
C29 2.68 -1.34 -6.52
H61 6.47 -2.74 -6.32
H62 4.82 -3.27 -5.94
H63 5.19 -2.52 -7.52
H64 3.73 0.23 -5.53
H65 2.29 -0.70 -7.31
H66 1.93 -1.45 -5.74
H67 2.92 -2.32 -6.93

***

[4]
DFT (ωB97M-V/def2-TZVPD) results for a 9-piece molecular cluster, C29H67F2N8O8P overall.

gap between HOMO and LUMO = 0.327 hartree
structure (SMILES) = CC[C@@H](F)PCCF.CNC(C)=O.CNC(C)=O.CNC(C)=O.CNC(C)=O.CNC(C)=O.CNC(C)=O.CNC(C)=O.CNC(C)=O
E_LUMO = 0.581 eV
HOMO energy = -8.31 eV
charge = 0
max |F| = 0.0124 hartree/bohr
M = 724.87 g mol⁻¹

Positions of all 115 atoms, in Å:
C1 0.04 -1.89 -1.02
C2 -1.30 -2.57 -1.12
C3 -1.32 -4.04 -0.78
F1 -2.51 -4.60 -1.26
P1 0.01 -5.25 -1.34
C4 -0.22 -5.45 -3.16
C5 0.26 -4.37 -4.11
F2 -0.60 -3.28 -4.11
H1 -0.08 -0.82 -1.19
H2 0.73 -2.24 -1.78
H3 0.51 -2.02 -0.05
H4 -1.99 -2.07 -0.43
H5 -1.72 -2.46 -2.11
H6 -1.35 -4.17 0.30
H7 1.15 -4.44 -1.33
H8 -1.27 -5.67 -3.33
H9 0.34 -6.35 -3.43
H10 0.27 -4.73 -5.14
H11 1.24 -4.00 -3.82
C6 -4.45 2.04 -0.58
N1 -3.21 1.31 -0.35
C7 -2.73 0.83 0.83
C8 -3.57 1.11 2.06
O1 -1.69 0.21 0.87
H12 -5.09 1.49 -1.27
H13 -4.24 3.02 -1.00
H14 -4.99 2.16 0.35
H15 -2.62 1.11 -1.14
H16 -3.08 0.67 2.92
H17 -3.67 2.19 2.22
H18 -4.57 0.69 1.95
C9 5.25 1.60 -0.31
N2 4.66 0.31 -0.63
C10 3.45 0.05 -1.20
C11 2.57 1.23 -1.53
O2 3.09 -1.09 -1.41
H19 6.19 1.74 -0.85
H20 5.45 1.68 0.76
H21 4.57 2.40 -0.58
H22 5.19 -0.52 -0.42
H23 1.65 0.86 -1.96
H24 2.33 1.81 -0.63
H25 3.06 1.89 -2.25
C12 7.09 1.98 5.48
N3 6.53 2.76 4.39
C13 5.27 2.74 3.89
C14 4.28 1.79 4.52
O3 4.96 3.48 2.96
H26 7.45 2.64 6.27
H27 7.93 1.37 5.12
H28 6.34 1.31 5.90
H29 7.14 3.42 3.93
H30 3.33 1.90 4.01
H31 4.62 0.76 4.43
H32 4.15 2.01 5.58
C15 7.06 -2.16 9.20
N4 6.58 -1.32 8.11
C16 5.34 -1.27 7.57
C17 4.29 -2.20 8.14
O4 5.09 -0.51 6.65
H33 7.41 -1.55 10.03
H34 7.88 -2.79 8.87
H35 6.25 -2.79 9.56
H36 7.24 -0.68 7.69
H37 3.37 -2.04 7.59
H38 4.60 -3.24 8.03
H39 4.13 -2.00 9.19
C18 -10.05 -0.75 2.50
N5 -8.97 0.20 2.32
C19 -7.64 -0.03 2.42
C20 -7.20 -1.44 2.77
O5 -6.83 0.86 2.22
H40 -10.65 -0.83 1.59
H41 -10.71 -0.42 3.31
H42 -9.67 -1.73 2.75
H43 -9.22 1.15 2.08
H44 -6.12 -1.45 2.81
H45 -7.59 -1.74 3.74
H46 -7.54 -2.16 2.02
C21 -9.22 4.01 -1.94
N6 -9.20 3.44 -0.61
C22 -10.22 3.33 0.27
C23 -11.58 3.85 -0.15
O6 -10.04 2.82 1.37
H47 -8.93 3.26 -2.69
H48 -8.53 4.85 -2.02
H49 -10.22 4.36 -2.19
H50 -8.33 3.07 -0.26
H51 -12.27 3.69 0.67
H52 -11.53 4.92 -0.36
H53 -11.94 3.33 -1.03
C24 2.00 -0.81 -5.61
N7 1.55 0.16 -6.60
C25 0.33 0.28 -7.19
C26 -0.72 -0.73 -6.78
O7 0.10 1.16 -8.00
H54 2.32 -0.31 -4.71
H55 2.84 -1.39 -6.00
H56 1.19 -1.49 -5.37
H57 2.21 0.86 -6.91
H58 -1.63 -0.50 -7.33
H59 -0.40 -1.75 -7.01
H60 -0.92 -0.68 -5.71
C27 8.13 -0.17 -4.67
N8 6.75 -0.28 -4.25
C28 5.70 0.53 -4.56
C29 5.98 1.71 -5.46
O8 4.59 0.29 -4.13
H61 8.44 -1.06 -5.22
H62 8.79 -0.06 -3.81
H63 8.26 0.69 -5.31
H64 6.49 -1.05 -3.64
H65 5.05 2.25 -5.61
H66 6.71 2.38 -5.01
H67 6.36 1.38 -6.43